No. 1
Entry from the OMol25 dataset: a cluster of 2 separate species, C7H9N5O2 in total in a non-equilibrium geometry (the ωB97M-V functional and the def2-TZVPD basis).

Geometry as XYZ:
```
23
Properties=species:S:1:pos:R:3:forces:R:3
C -1.1369 2.2891 1.9003 1.4922 -0.3129 1.9152
C -0.0272 2.4748 2.6823 -0.2810 0.2643 -0.8984
C 0.4850 1.1398 1.0618 0.0106 -1.2099 -1.2773
C 1.1162 -1.5277 0.4175 2.1888 -0.2126 -0.0912
C -0.4223 -0.2155 -1.4825 0.8919 2.8915 3.3089
C 0.8055 -0.6951 -0.7508 0.7357 2.4683 -0.6815
C -1.3232 -1.2180 -2.0107 -3.6188 0.0999 -3.0639
N -0.7871 1.3711 0.9184 0.3119 0.3484 -0.0028
N 0.1873 0.7131 -2.3867 -2.1200 0.1246 -1.8652
N 1.3920 0.6467 -2.3969 2.4965 1.7550 -1.3497
N 1.8445 -0.2858 -1.5455 -1.7798 -2.0716 3.2709
N 0.0826 -2.1258 0.9408 -3.0719 -0.9214 1.4051
O 2.2611 -1.7481 0.7807 0.1968 0.3255 -0.6078
O 1.0525 1.7829 2.1288 -1.8137 0.0647 -0.2714
H -2.1235 2.6307 2.1842 0.0069 -0.0442 -0.5636
H 0.1719 3.0976 3.5351 0.0603 -0.0359 0.0697
H -1.0032 0.5794 -0.8095 0.9682 -1.4349 -0.2040
H -1.6066 -0.9592 -3.1229 0.6504 -0.2757 2.0049
H -2.3697 -1.2490 -1.5196 2.0495 -0.4791 -0.3738
H -0.7425 -2.0997 -2.0955 -0.3956 -1.5379 0.1169
H 2.7319 -0.2862 -1.0665 0.6637 0.2836 -0.6027
H -0.8183 -1.6518 0.8430 0.3775 -0.4545 0.1526
H 0.2301 -2.6633 1.7942 -0.0200 0.3649 -0.3909
```
Forces are in eV/Å.

## Properties
HOMO level (alpha / beta)   -0.3182 / -0.3179 Eh
Total charge   0
E_tot   -696.21655 hartree
Orbital gap (alpha / beta)   7.427 / 7.417 eV
E_LUMO (alpha / beta)   -1.2 / -1.2 eV



No. 2
Entry from the OMol25 dataset: the ion C7H9N5O2PS with charge +1 in a non-equilibrium geometry (the ωB97M-V functional and the def2-TZVPD basis).

Geometry as XYZ:
```
25
Properties=species:S:1:pos:R:3:forces:R:3
N 0.0280 0.5595 2.7488 -0.2953 -0.2543 -0.2092
C 0.7277 0.1949 1.6393 0.7795 0.1224 0.3837
N 1.9905 -0.2617 1.5758 -0.7227 0.0095 0.2669
C 2.2143 -0.4973 0.2996 0.8162 -1.0628 -1.0379
P 3.9081 -1.1785 -0.2151 1.8439 0.2639 -0.0844
O 3.9593 -2.5510 0.6905 -1.1495 0.9380 -0.6147
O 3.7119 -1.7379 -1.7545 -1.1072 0.2374 1.2542
N 1.1524 -0.1893 -0.4735 0.3630 0.3616 0.7192
S 0.9896 -0.2895 -2.1881 -0.3104 -0.0341 -0.2204
N 0.2071 0.2401 0.4139 -1.0754 0.4584 -1.0061
C -1.0909 0.6266 -0.0441 -0.5270 -1.1679 -0.0675
C -1.9761 -0.3444 -0.5034 0.7678 0.3801 0.2602
C -3.1781 0.1436 -0.9179 -1.4499 -1.2622 -0.7095
C -3.5087 1.4845 -0.8980 0.1433 0.0401 0.0403
N -2.6522 2.4011 -0.4694 -0.5743 -0.0803 -0.0763
C -1.4975 1.9307 -0.0489 1.5852 1.5341 0.7310
H -0.0340 1.5144 3.0523 0.0223 -0.0319 0.0221
H -0.3709 -0.1742 3.3087 0.1220 0.1740 0.2513
H 3.0715 -2.9394 0.6733 0.3003 -0.5781 0.4374
H 2.9255 -2.3067 -1.7492 0.2932 -0.3156 -0.6815
H 0.3355 0.8792 -2.3995 0.2802 -0.1037 0.3595
H -1.7185 -1.3946 -0.5476 -0.0772 0.0098 0.0409
H -3.9183 -0.5594 -1.2876 0.0214 0.0882 0.0309
H -4.4924 1.7843 -1.2409 0.1260 0.2496 0.0354
H -0.7837 2.6650 0.3353 -0.1754 0.0239 -0.1255
```
Forces are in eV/Å.

## Properties
HOMO level   -0.4898 Eh
Total charge   +1
E_tot   -1435.69137 hartree
Orbital gap   9.343 eV
E_LUMO   -4.0 eV



No. 3
Entry from the OMol25 dataset: a structure of composition C7H9N5OPdS3 in a non-equilibrium geometry (the ωB97M-V functional and the def2-TZVPD basis).

Geometry as XYZ:
```
26
Properties=species:S:1:pos:R:3:forces:R:3
Pd 0.3554 0.7913 -0.4803 0.8924 -1.0969 -1.1991
N -1.7147 -0.0206 0.4919 0.5592 0.2493 0.3196
N -2.1522 1.1915 1.0654 -0.9822 -0.0110 -0.0355
C -2.2644 2.2645 0.2258 0.2072 -0.1757 -0.1054
N -3.4611 2.9503 0.3349 0.1790 0.6503 0.1828
S -1.1089 2.7228 -0.8591 -0.2379 -0.0351 -0.1319
H -2.4761 -0.4672 -0.0045 0.0268 -0.0685 -0.0782
H -1.3466 -0.6272 1.2236 0.0937 0.0897 0.0938
H -2.9704 1.0893 1.6547 0.0447 -0.1287 0.0573
H -3.7106 3.2174 1.2816 -0.1547 -0.2566 0.0192
H -3.4313 3.7720 -0.2555 -0.0333 0.0444 0.0963
O 1.1233 -1.2596 -0.5595 -0.0269 0.3849 0.1852
N 2.4726 -1.1773 -0.6367 0.1068 0.0246 0.0561
C 3.2316 -2.1166 0.0662 -0.3059 -0.0011 -0.0231
C 4.5852 -2.1162 -0.0285 0.2408 0.2974 -0.2869
C 5.2590 -1.1654 -0.8355 -0.1049 -0.1025 0.0256
C 4.4580 -0.1951 -1.5098 0.0946 -0.1497 0.0896
C 3.0960 -0.1916 -1.4022 -0.0504 -0.3226 -0.0311
S 2.0663 0.9810 -2.1720 -0.2900 0.4145 0.3747
H 2.6565 -2.8015 0.6694 -0.0423 0.0832 0.0152
H 5.1427 -2.8487 0.5429 -0.0332 -0.0250 -0.0090
H 6.3365 -1.1575 -0.9237 -0.0289 0.0041 0.0396
H 4.9080 0.5941 -2.0977 0.0083 -0.0118 0.0126
S 0.0530 -0.5886 3.5261 -0.1785 -0.0268 0.1224
C 0.7348 0.3563 2.3751 0.1575 0.0426 -0.1812
N 1.1921 1.0051 1.5130 -0.1419 0.1267 0.3913
```
Forces are in eV/Å.

## Properties
⟨S²⟩   3.776
HOMO level (alpha / beta)   -0.0340 / -0.1456 Eh
Total charge   -1
E_tot   -1943.53791 hartree
Multiplicity   4
Orbital gap (alpha / beta)   3.155 / 6.123 eV
E_LUMO (alpha / beta)   2.2 / 2.2 eV



No. 4
Entry from the OMol25 dataset: a structure of composition C7H9NO in a non-equilibrium geometry (the ωB97M-V functional and the def2-TZVPD basis).

Geometry as XYZ:
```
18
Properties=species:S:1:pos:R:3:forces:R:3
C -0.9845 -2.2948 0.4464 0.8305 -0.3438 3.0632
C 0.0375 -0.0612 0.4158 -1.2956 -1.8504 -2.5291
C 0.3211 -0.1247 -1.2444 -1.7260 0.9613 1.6964
C 0.1095 1.4297 -0.8947 -3.0428 1.7923 -2.5065
C -1.0997 0.9234 0.1108 1.6675 -0.1167 -1.3087
C 1.2020 1.8020 0.0903 -0.7532 -1.1373 -0.5323
C 1.1157 0.7558 0.9118 3.3624 -0.0583 1.6068
H -1.0986 -3.2857 1.0456 0.7252 1.5619 -0.4017
H 0.8576 -1.6959 1.6360 -4.7429 1.6601 -1.7212
H 1.2857 -0.2185 -1.6196 2.0229 -0.7991 -0.2083
H -0.4022 -0.8151 -1.8279 0.8597 1.9585 0.9873
H -0.1137 2.1940 -1.7792 0.3650 -1.5712 1.9755
H -1.8614 0.3837 -0.5396 0.3584 1.1493 1.4205
H -1.2817 1.5073 1.0425 -0.7340 -0.1018 -1.1144
H 1.8790 2.6178 -0.0242 0.3722 0.2102 0.1657
H 1.8615 0.2998 1.6460 -1.1158 1.1998 -0.7383
N -0.2751 -1.2003 1.1754 3.1695 -5.0941 0.9185
O -1.5527 -2.2171 -0.5911 -0.3230 0.5793 -0.7733
```
Forces are in eV/Å.

## Properties
HOMO level   -0.3278 Eh
Total charge   0
E_tot   -401.95434 hartree
Orbital gap   9.523 eV
E_LUMO   0.6 eV



No. 5
Entry from the OMol25 dataset: the molecule C7H9NO in a non-equilibrium geometry (the ωB97M-V functional and the def2-TZVPD basis).

Geometry as XYZ:
```
18
Properties=species:S:1:pos:R:3:forces:R:3
C 0.8797 2.6757 -2.9585 0.7137 -1.3514 4.7674
C 0.6569 1.7586 -2.0900 0.0146 6.4835 -4.4051
N 0.9208 0.7853 -1.2076 0.9325 -0.9401 -0.9988
O 2.2040 0.5351 -1.5665 -0.9593 -1.5986 2.0134
C 0.1527 0.1692 -0.3519 0.2795 -0.5582 1.6668
C -1.2099 0.3854 0.3138 -0.4103 -0.6622 0.3460
C -1.0842 -0.4788 1.5711 -1.5108 -1.0773 0.5604
C -0.3916 -1.7203 1.1826 1.3336 -0.3133 -1.3096
C 0.7273 -1.0477 0.3589 0.5890 -0.5134 -1.6183
H 1.5760 3.6651 -2.9523 -2.3272 -2.7572 -0.6581
H -2.0227 -0.1054 -0.2582 0.3206 0.7545 -0.1254
H -1.5082 1.3213 0.7668 0.0854 0.8813 -1.1832
H -2.0057 -0.6718 2.0999 -0.7446 0.2273 -0.1885
H -0.4622 -0.0772 2.3075 1.0645 1.4353 1.0804
H -0.0493 -2.4413 1.9422 0.0008 0.7445 0.0053
H -0.9345 -2.3213 0.4593 -0.5118 -0.0627 -0.0242
H 1.6408 -0.7305 0.8784 -0.0678 -0.5004 -0.0922
H 0.9102 -1.7015 -0.4955 1.1975 -0.1916 0.1637
```
Forces are in eV/Å.

## Properties
HOMO level   -0.3208 Eh
Total charge   0
E_tot   -401.86205 hartree
Orbital gap   8.413 eV
E_LUMO   -0.3 eV
SMILES   C#C[N+]([O-])=C1CCCC1



No. 6
Entry from the OMol25 dataset: the molecule C7H9NO in a non-equilibrium geometry (the ωB97M-V functional and the def2-TZVPD basis).

Geometry as XYZ:
```
18
Properties=species:S:1:pos:R:3:forces:R:3
C -2.1600 0.8308 0.4006 0.0673 0.0119 0.7762
C -1.0126 1.2563 -0.0709 2.2561 2.9038 0.3343
C -0.2294 0.2688 -0.8474 0.6822 -0.8725 0.3086
C 1.3240 0.4851 -1.0271 -1.7451 -3.3240 3.0572
N 1.9498 0.3029 0.4502 -1.9015 -0.1189 -1.7254
C 0.7481 -0.4138 1.1462 3.9724 -2.3517 2.0140
C -0.0534 -1.0100 0.0839 3.2802 0.2162 1.2079
C -1.2233 -1.0190 -0.5693 -6.6712 1.1224 -2.4696
O -2.4075 -0.4276 0.0236 0.0701 -2.6152 -1.2759
H -2.8486 1.2175 1.1473 0.1112 0.2521 -0.5073
H -0.5722 2.2457 0.2521 -0.5814 -1.2092 -0.6869
H 1.4144 1.3610 -1.4849 1.1442 4.0540 -1.2965
H 1.8068 -0.2753 -1.5828 0.0412 -0.7075 -1.0452
H 2.8273 -0.2924 0.3716 -1.8977 0.6916 0.1698
H 0.2677 0.2201 1.8709 -0.2801 0.2802 -0.1531
H 1.2817 -1.2503 1.7195 -0.8545 1.0572 -0.2396
H 0.4581 -1.6884 -0.5642 1.4679 -0.5954 0.2270
H -1.5709 -1.8113 -1.3196 0.8389 1.2049 1.3047
```
Forces are in eV/Å.

## Properties
HOMO level   -0.2845 Eh
Total charge   0
E_tot   -401.91816 hartree
Orbital gap   8.602 eV
E_LUMO   0.9 eV
SMILES   C1=C[C@]23CNC[C@H]2[C@H]3O1



No. 7
Entry from the OMol25 dataset: the molecule C7H9NO in a non-equilibrium geometry (the ωB97M-V functional and the def2-TZVPD basis).

Geometry as XYZ:
```
18
Properties=species:S:1:pos:R:3:forces:R:3
C 2.1167 -1.6605 -0.5457 0.5802 1.3326 1.1343
C 1.2082 -0.8722 0.4183 -0.8126 4.1570 -0.9731
N 0.3596 -1.4421 1.4637 -1.5104 -0.1754 -0.4286
C -0.2723 -0.9811 0.4468 4.6735 -1.8693 1.5227
C -1.4720 -0.3358 0.1336 -2.9596 1.3007 -1.5702
C -1.1522 1.1812 0.0771 2.9272 0.5476 -1.5220
C 0.0373 1.5681 1.0251 -1.6141 -0.3479 1.7062
C 1.3569 0.9948 0.5530 1.3392 -4.5183 -1.0556
O 2.3501 1.4188 0.0292 -1.1818 1.1589 0.6966
H 2.9627 -1.0809 -1.0245 -0.9558 -0.5359 0.9783
H 1.4678 -1.9591 -1.3032 -0.9089 -0.5877 -1.7070
H 2.4376 -2.5819 -0.0738 0.4855 0.0396 0.2392
H -1.9461 -0.5441 -0.8503 0.5158 -0.4576 0.5654
H -2.1830 -0.6367 0.8982 -0.4199 0.4648 0.2039
H -0.6734 1.5027 -0.9405 -1.3099 -1.0499 1.2553
H -1.9764 1.8605 0.2095 -0.4906 -0.1038 0.3374
H -0.2496 1.2045 2.0614 0.8002 -0.1719 -1.0251
H -0.0556 2.6254 1.1758 0.8421 0.8165 -0.3577
```
Forces are in eV/Å.

## Properties
HOMO level   -0.3036 Eh
Total charge   0
E_tot   -401.98518 hartree
Orbital gap   9.001 eV
E_LUMO   0.7 eV
SMILES   C[C@]12N=C1CCCC2=O



No. 8
Entry from the OMol25 dataset: the molecule C7H9NO in a non-equilibrium geometry (the ωB97M-V functional and the def2-TZVPD basis).

Geometry as XYZ:
```
18
Properties=species:S:1:pos:R:3:forces:R:3
C 0.8103 2.2149 -0.1091 0.3858 0.2515 -0.2099
C 0.5617 0.9299 -0.0093 0.5973 0.3119 -0.7255
C 1.4949 -0.2867 -0.1402 0.2697 0.9260 -0.8320
C 1.2480 -1.4767 0.6736 -0.9494 0.1989 0.4614
N 0.6868 -1.4187 -0.6553 -0.1836 -1.4960 -0.3620
C -0.6276 -0.7964 -0.8439 0.5421 -0.6846 -1.0564
C -2.0251 -0.3198 -0.5336 0.4826 -0.0693 -0.7742
C -0.7749 0.3215 0.0643 -1.0798 0.3133 2.2102
O -0.9093 -0.0964 1.4677 -0.0297 -0.1037 0.3244
H -0.0332 2.8856 -0.1030 0.0877 0.3049 0.0157
H 1.8082 2.5969 -0.2566 0.1100 0.1783 0.1124
H 2.4715 -0.2282 -0.6267 -0.3117 0.5324 0.2056
H 2.0085 -2.1903 0.8054 0.9233 -0.7786 0.0173
H 0.5722 -1.3591 1.4788 -0.2102 -0.1187 0.7008
H -0.5285 -0.4106 -1.8501 0.3526 0.3638 -0.1780
H -2.5906 -0.7898 0.2308 -0.8469 0.0104 0.2850
H -2.4827 0.0802 -1.4223 -0.4554 -0.1468 0.0327
H -1.6903 0.3437 1.8296 0.3156 0.0061 -0.2278
```
Forces are in eV/Å.

## Properties
HOMO level   -0.3049 Eh
Total charge   0
E_tot   -401.89910 hartree
Orbital gap   9.040 eV
E_LUMO   0.7 eV
SMILES   C=C1[C@H]2CN2[C@H]2C[C@]12O